Entry 1:
DFT (ωB97M-V/def2-TZVPD) results for an isolated molecule of C3H3FN2O2.

Last column: Mulliken charge in e.
Geometry (Å):
C (-1.60072, -0.14496, -0.00449)  -0.79
N (-0.20753, -0.02850, 0.05764)  0.52
N (0.44825, 0.49975, 1.17822)  -0.73
C (1.64008, 0.40930, 0.79396)  0.53
F (2.67753, 0.90823, 1.43359)  -0.21
O (1.86674, -0.00775, -0.43237)  -0.29
C (0.62805, -0.27789, -0.96099)  0.65
O (0.41489, -0.68460, -2.08245)  -0.60
H (-1.80804, -0.55977, -0.95291)  0.37
H (-1.94919, -0.89896, 0.72841)  0.28
H (-2.11004, 0.78516, 0.24140)  0.27

Output
* HOMO: -0.357 Ha
* SMILES: Cn1nc(F)oc1=O
* gap between HOMO and LUMO: 10.4 eV
* net charge: 0
* relative energy (zero: lowest compared OMol25 entry of this formula, charge and spin): 1.295 eV
* LUMO: 0.67 eV

=====

Entry 2:
DFT (ωB97M-V/def2-TZVPD) results for an isolated molecule of C3H3FN2OS.

Last column: Mulliken charge in e.
Geometry (Å):
N (0.65108, -0.40349, -2.64113)  -0.53
C (0.24005, -0.03831, -1.40073)  0.11
N (-0.30157, 1.25430, -1.26196)  -0.16
O (-0.64075, 1.36852, 0.08431)  -0.24
C (-0.30216, 0.27176, 0.78217)  0.12
S (-0.41218, 0.13838, 2.40622)  -0.32
C (0.25040, -0.65502, -0.19232)  0.49
F (0.73832, -1.86742, 0.03744)  -0.28
H (-0.14407, -0.58428, -3.25699)  0.27
H (1.27963, -1.21556, -2.65711)  0.27
H (0.36397, 2.01805, -1.40995)  0.28

Output
* HOMO: -0.315 Ha
* SMILES: Nc1[nH]oc(=S)c1F
* gap between HOMO and LUMO: 8.7 eV
* net charge: 0
* relative energy (zero: lowest compared OMol25 entry of this formula, charge and spin): 2.016 eV
* LUMO: 0.16 eV

=====

Entry 3:
DFT (ωB97M-V/def2-TZVPD) results for an isolated molecule of C3H3FN2S.

Last column: Mulliken charge in e.
Geometry (Å):
F (1.55383, -1.11309, 1.66507)  -0.25
C (0.65927, -0.52174, 0.83986)  0.39
C (-0.58766, -0.11278, 1.12756)  -0.45
N (-1.06259, 0.35954, -0.19344)  0.00
C (-0.14223, 0.28561, -1.09401)  -0.09
S (-0.07088, 1.01484, -2.64764)  -0.38
N (0.99483, -0.23615, -0.40713)  -0.09
H (-1.28984, -0.18900, 1.95962)  0.37
H (-1.98091, 0.53137, -0.52823)  0.23
H (1.92616, -0.01858, -0.72167)  0.27

Output
* HOMO: -0.293 Ha
* SMILES: Fc1c[nH]c(=S)[nH]1
* gap between HOMO and LUMO: 8.6 eV
* net charge: 0
* relative energy (zero: lowest compared OMol25 entry of this formula, charge and spin): 0.592 eV
* LUMO: 0.65 eV

=====

Entry 4:
DFT (ωB97M-V/def2-TZVPD) results for an isolated molecule of C3H3FN2S.

Last column: Mulliken charge in e.
Geometry (Å):
C (-4.51333, 0.38501, 0.55136)  0.49
C (-2.27227, 0.85279, 1.00611)  0.48
C (0.16487, -0.13351, -0.32371)  -0.83
N (-5.45244, -0.06739, 0.07019)  -0.40
N (-3.53364, 0.97787, 1.21417)  -0.46
F (-1.48842, 1.55749, 1.80775)  -0.23
S (-1.65309, -0.20092, -0.22531)  0.02
H (0.62967, 0.34373, 0.49102)  0.31
H (0.44138, 0.52816, -1.17911)  0.30
H (0.76589, -1.06214, -0.59771)  0.32

Output
* HOMO (spin up / spin down): -0.227 / -0.388 Ha
* multiplicity: 3
* gap between HOMO and LUMO (spin up / spin down): 6.5 / 6.7 eV
* <S²>: 2.02
* net charge: 0
* relative energy (zero: lowest compared OMol25 entry of this formula, charge and spin): 1.224 eV
* LUMO (spin up / spin down): 0.36 / -3.87 eV

=====

Entry 5:
DFT (ωB97M-V/def2-TZVPD) results for an isolated molecule of C3H3FN2S2.

Last column: Mulliken charge in e.
Geometry (Å):
F (-0.93440, 1.84783, 1.50357)  -0.27
C (-0.50581, 0.78136, 0.81296)  0.32
C (-0.35559, -0.51931, 1.22731)  -0.49
C (0.11626, -1.12897, 0.01402)  0.42
S (0.53893, -2.82938, -0.13113)  -0.25
N (0.23548, -0.28805, -0.98083)  -0.76
N (-0.16609, 0.90378, -0.46864)  0.47
S (-0.24913, 2.30154, -1.43043)  -0.11
H (-0.55018, -0.95613, 2.19785)  0.38
H (0.87554, -2.78018, -1.39359)  0.15
H (0.99499, 2.66749, -1.35109)  0.14

Output
* HOMO: -0.327 Ha
* SMILES: Fc1cc(S)nn1S
* gap between HOMO and LUMO: 9.5 eV
* net charge: 0
* relative energy (zero: lowest compared OMol25 entry of this formula, charge and spin): 0.000 eV
* LUMO: 0.61 eV

=====

Entry 6:
DFT (ωB97M-V/def2-TZVPD) results for an isolated molecule of C3H3FN4.

Last column: Mulliken charge in e.
Geometry (Å):
F (1.64761, -0.15632, -1.90071)  -0.28
C (1.24535, 0.31662, -0.70830)  0.30
C (1.40958, -0.48286, 0.61137)  -0.50
N (-0.06674, -0.36590, 0.73802)  0.49
N (-1.19805, -0.37742, 1.53418)  -0.47
N (-2.06357, 0.21756, 0.83490)  -0.10
N (-1.56033, 0.66631, -0.42902)  -0.43
C (-0.29546, 0.24812, -0.38446)  0.13
H (1.51237, 1.33927, -0.68847)  0.29
H (1.73947, -1.48551, 0.56068)  0.30
H (1.98357, 0.07802, 1.37602)  0.25

Output
* HOMO: -0.405 Ha
* SMILES: F[C@@H]1Cn2nnnc21
* gap between HOMO and LUMO: 11.6 eV
* net charge: 0
* relative energy (zero: lowest compared OMol25 entry of this formula, charge and spin): 1.721 eV
* LUMO: 0.54 eV

=====

Entry 7:
DFT (ωB97M-V/def2-TZVPD) results for a cluster of 2 separate species, C3H3FO in total.

Last column: Mulliken charge in e.
Geometry (Å):
C (-2.46310, -0.64086, -2.52258)  -0.26
C (-1.25902, -0.58734, -2.34629)  0.14
F (-0.07662, -0.35996, -2.67029)  -0.20
H (-3.45052, -0.58185, -2.17709)  0.32
C (1.35969, 0.32216, 0.00402)  -0.06
O (0.31278, -0.21903, 0.15742)  -0.35
H (2.24248, 0.23061, 0.77120)  0.23
H (1.46514, 1.27721, -0.70470)  0.18

Output
* HOMO: -0.373 Ha
* SMILES: C#CF.C=O
* gap between HOMO and LUMO: 10.8 eV
* net charge: 0
* relative energy (zero: lowest compared OMol25 entry of this formula, charge and spin): 3.270 eV
* LUMO: 0.65 eV

=====

Entry 8:
DFT (ωB97M-V/def2-TZVPD) results for an isolated molecule of C3H3FO.

Last column: Mulliken charge in e.
Geometry (Å):
O (-1.44763, -1.32400, 0.05105)  -0.49
C (-1.20593, -0.12671, -0.02512)  0.03
C (0.03727, 0.56609, 0.01082)  -0.27
C (1.08153, -0.14921, 0.12562)  0.05
F (1.06777, -1.49012, -0.03435)  -0.19
H (-1.99040, 0.56198, 0.01363)  0.36
H (0.26792, 1.67202, -0.11715)  0.26
H (2.18947, 0.28997, -0.02449)  0.25

Output
* HOMO: -0.364 Ha
* SMILES: O=C/C=C\F
* gap between HOMO and LUMO: 9.9 eV
* net charge: 0
* relative energy (zero: lowest compared OMol25 entry of this formula, charge and spin): 1.004 eV
* LUMO: 0.04 eV